Entry 1:
Molecular formula: C24H53AlNO6
Method: DFT, ωB97M-V with the def2-TZVPD basis set

CARTESIAN COORDINATES (ANGSTROEM)
C -5.864 -3.947 4.008
C -4.474 -4.478 3.683
C -4.449 -5.228 2.357
C -4.653 -4.359 1.115
C -3.632 -3.251 0.961
C -3.876 -2.448 -0.319
C -3.093 -1.142 -0.412
C -1.616 -1.304 -0.776
C -0.717 -1.713 0.414
C 0.456 -0.759 0.680
C 0.570 -0.264 2.135
C 1.856 -0.677 2.818
C 3.123 -0.004 2.283
C 3.017 1.513 2.125
C 3.040 2.261 3.483
Al 1.702 3.793 3.563
C 1.606 4.827 1.798
N 1.011 6.175 2.041
H -6.549 -4.790 4.036
H -6.194 -3.278 3.219
H -5.866 -3.422 4.956
H -3.760 -3.661 3.687
H -4.152 -5.170 4.456
H -5.259 -5.959 2.381
H -3.526 -5.796 2.252
H -5.651 -3.933 1.139
H -4.564 -4.995 0.237
H -2.631 -3.674 0.909
H -3.638 -2.579 1.817
H -3.682 -3.089 -1.178
H -4.939 -2.207 -0.339
H -3.218 -0.570 0.504
H -3.556 -0.563 -1.211
H -1.260 -0.371 -1.204
H -1.570 -2.054 -1.562
H -1.333 -1.884 1.287
H -0.290 -2.681 0.155
H 1.389 -1.263 0.439
H 0.390 0.104 0.025
H 0.416 0.804 2.217
H -0.250 -0.705 2.702
H 1.988 -1.759 2.736
H 1.791 -0.462 3.881
H 3.460 -0.449 1.341
H 3.915 -0.187 3.006
H 3.892 1.851 1.575
H 2.142 1.797 1.542
H 4.062 2.540 3.737
H 2.720 1.560 4.256
H 1.990 4.827 4.773
H 0.238 3.099 3.803
H 2.595 4.940 1.357
H 0.955 4.256 1.129
H 0.498 6.498 1.228
H 0.371 6.127 2.825
C 0.630 8.015 -5.275
C 1.626 6.921 -4.951
O 2.526 7.322 -3.913
C 2.040 7.214 -2.665
O 0.946 6.801 -2.375
O 2.977 7.631 -1.822
C 2.599 7.585 -0.433
H 1.150 8.945 -5.510
H 0.017 7.729 -6.132
H -0.028 8.204 -4.428
H 2.255 6.712 -5.815
H 1.123 5.996 -4.671
H 2.253 6.596 -0.149
H 1.832 8.329 -0.231
H 3.489 7.823 0.141
C 1.713 -2.651 -2.742
C 2.448 -3.804 -2.096
O 1.824 -5.064 -2.399
C 2.122 -5.585 -3.586
O 2.878 -5.123 -4.404
O 1.450 -6.736 -3.715
C 1.652 -7.398 -4.963
H 0.657 -2.673 -2.467
H 2.135 -1.699 -2.422
H 1.780 -2.709 -3.829
H 2.411 -3.715 -1.011
H 3.496 -3.827 -2.390
H 2.712 -7.537 -5.164
H 1.191 -6.832 -5.771
H 1.169 -8.368 -4.879

Results
net charge: -1

Charges per atom according to Löwdin partitioning, unit e: atom 1 (C): -0.11, atom 2 (C): -0.27, atom 3 (C): -0.23, atom 4 (C): -0.22, atom 5 (C): -0.23, atom 6 (C): -0.21, atom 7 (C): -0.21, atom 8 (C): -0.20, atom 9 (C): -0.19, atom 10 (C): -0.18, atom 11 (C): -0.20, atom 12 (C): -0.22, atom 13 (C): -0.24, atom 14 (C): -0.30, atom 15 (C): -0.31, atom 16 (Al): 0.23, atom 17 (C): -0.41, atom 18 (N): -0.11, atom 19 (H): 0.07, atom 20 (H): 0.06, atom 21 (H): 0.07, atom 22 (H): 0.09, atom 23 (H): 0.10, atom 24 (H): 0.10, atom 25 (H): 0.11, atom 26 (H): 0.10, atom 27 (H): 0.11, atom 28 (H): 0.11, atom 29 (H): 0.11, atom 30 (H): 0.11, atom 31 (H): 0.11, atom 32 (H): 0.12, atom 33 (H): 0.10, atom 34 (H): 0.10, atom 35 (H): 0.09, atom 36 (H): 0.08, atom 37 (H): 0.10, atom 38 (H): 0.09, atom 39 (H): 0.10, atom 40 (H): 0.08, atom 41 (H): 0.10, atom 42 (H): 0.10, atom 43 (H): 0.10, atom 44 (H): 0.09, atom 45 (H): 0.10, atom 46 (H): 0.09, atom 47 (H): 0.07, atom 48 (H): 0.03, atom 49 (H): 0.02, atom 50 (H): -0.12, atom 51 (H): -0.11, atom 52 (H): 0.02, atom 53 (H): 0.03, atom 54 (H): 0.03, atom 55 (H): 0.01, atom 56 (C): -0.07, atom 57 (C): -0.22, atom 58 (O): 0.03, atom 59 (C): -0.61, atom 60 (O): 0.12, atom 61 (O): 0.01, atom 62 (C): -0.03, atom 63 (H): 0.08, atom 64 (H): 0.08, atom 65 (H): 0.08, atom 66 (H): 0.12, atom 67 (H): 0.12, atom 68 (H): 0.06, atom 69 (H): 0.10, atom 70 (H): 0.10, atom 71 (C): -0.05, atom 72 (C): -0.20, atom 73 (O): 0.04, atom 74 (C): -0.61, atom 75 (O): 0.12, atom 76 (O): 0.00, atom 77 (C): -0.05, atom 78 (H): 0.07, atom 79 (H): 0.09, atom 80 (H): 0.08, atom 81 (H): 0.12, atom 82 (H): 0.12, atom 83 (H): 0.09, atom 84 (H): 0.10, atom 85 (H): 0.09

---

Entry 2:
Molecular formula: C24H53FN6O4P2
Method: DFT, ωB97M-V with the def2-TZVPD basis set

CARTESIAN COORDINATES (ANGSTROEM)
C 6.457 1.343 2.277
O 6.326 0.010 1.741
C 5.280 -0.690 2.426
C 4.728 -1.929 1.638
C 3.941 -1.568 0.315
C 2.405 -1.579 0.672
C 1.881 -0.537 1.574
C 0.463 -0.536 1.966
C -0.447 -1.571 1.475
C -1.930 -1.530 1.949
C 0.086 -2.588 0.558
C 1.497 -2.595 0.166
O 5.751 -2.928 1.406
C 5.770 -3.895 2.407
F 4.645 -4.767 2.347
H 7.547 1.579 2.382
H 5.970 2.093 1.585
H 5.965 1.461 3.277
H 4.465 0.004 2.767
H 5.740 -1.104 3.380
H 3.971 -2.410 2.326
H 4.080 -2.431 -0.397
H 4.268 -0.622 -0.177
H 2.537 0.267 1.977
H 0.064 0.246 2.661
H -1.976 -0.867 2.858
H -2.627 -1.172 1.149
H -2.213 -2.562 2.306
H -0.606 -3.373 0.160
H 1.818 -3.409 -0.528
H 6.660 -4.559 2.222
H 5.899 -3.469 3.444
O -6.165 -2.098 3.241
P -7.334 -1.405 2.539
N -6.422 -0.800 1.218
C -5.441 0.269 1.276
C -6.026 -1.813 0.237
N -7.686 -0.306 3.827
C -6.959 0.930 4.050
C -7.861 -0.981 5.115
N -8.800 -0.750 1.734
C -9.652 -1.801 1.171
C -8.849 0.436 0.913
H -5.159 0.578 0.264
H -4.538 -0.035 1.818
H -5.839 1.172 1.729
H -6.595 -1.677 -0.691
H -6.221 -2.826 0.599
H -4.962 -1.767 -0.006
H -5.876 0.769 4.125
H -7.290 1.420 4.969
H -7.168 1.658 3.264
H -6.897 -1.212 5.586
H -8.407 -1.919 4.992
H -8.441 -0.360 5.802
H -9.240 -2.197 0.233
H -10.665 -1.435 0.983
H -9.740 -2.633 1.877
H -8.447 0.270 -0.095
H -8.317 1.273 1.364
H -9.888 0.763 0.804
O 3.504 0.334 -2.819
P 4.160 1.258 -3.846
N 4.392 2.581 -2.778
C 3.352 3.436 -2.237
C 5.466 2.390 -1.799
N 2.799 1.334 -4.909
C 1.663 2.212 -4.699
C 2.300 0.010 -5.286
N 5.042 2.203 -5.093
C 6.382 1.674 -5.359
C 5.029 3.641 -5.223
H 3.800 4.306 -1.746
H 2.720 2.908 -1.512
H 2.720 3.859 -3.012
H 6.316 3.036 -2.045
H 5.827 1.358 -1.788
H 5.147 2.620 -0.779
H 1.216 2.085 -3.705
H 0.882 2.029 -5.443
H 1.938 3.258 -4.848
H 1.657 -0.418 -4.505
H 3.127 -0.684 -5.455
H 1.728 0.060 -6.216
H 7.091 1.947 -4.565
H 6.771 2.034 -6.315
H 6.351 0.581 -5.420
H 5.670 4.137 -4.484
H 4.025 4.054 -5.144
H 5.393 3.920 -6.217

Results
net charge: 0
structure (SMILES): COC[C@@H](Cc1ccc(C)cc1)OCF.CN(C)P(=O)(N(C)C)N(C)C.CN(C)P(=O)(N(C)C)N(C)C

Charges per atom according to Löwdin partitioning, unit e: atom 1 (C): -0.10, atom 2 (O): -0.19, atom 3 (C): -0.17, atom 4 (C): -0.28, atom 5 (C): -0.07, atom 6 (C): -0.19, atom 7 (C): -0.03, atom 8 (C): -0.04, atom 9 (C): -0.26, atom 10 (C): -0.08, atom 11 (C): -0.04, atom 12 (C): -0.03, atom 13 (O): -0.07, atom 14 (C): -0.22, atom 15 (F): -0.05, atom 16 (H): 0.09, atom 17 (H): 0.08, atom 18 (H): 0.09, atom 19 (H): 0.11, atom 20 (H): 0.13, atom 21 (H): 0.15, atom 22 (H): 0.13, atom 23 (H): 0.11, atom 24 (H): 0.09, atom 25 (H): 0.10, atom 26 (H): 0.08, atom 27 (H): 0.06, atom 28 (H): 0.09, atom 29 (H): 0.10, atom 30 (H): 0.11, atom 31 (H): 0.14, atom 32 (H): 0.14, atom 33 (O): -0.28, atom 34 (P): 0.78, atom 35 (N): -0.34, atom 36 (C): -0.12, atom 37 (C): -0.12, atom 38 (N): -0.34, atom 39 (C): -0.14, atom 40 (C): -0.16, atom 41 (N): -0.33, atom 42 (C): -0.16, atom 43 (C): -0.13, atom 44 (H): 0.09, atom 45 (H): 0.07, atom 46 (H): 0.05, atom 47 (H): 0.08, atom 48 (H): 0.07, atom 49 (H): 0.08, atom 50 (H): 0.08, atom 51 (H): 0.08, atom 52 (H): 0.06, atom 53 (H): 0.08, atom 54 (H): 0.07, atom 55 (H): 0.08, atom 56 (H): 0.07, atom 57 (H): 0.08, atom 58 (H): 0.07, atom 59 (H): 0.08, atom 60 (H): 0.07, atom 61 (H): 0.09, atom 62 (O): -0.27, atom 63 (P): 0.78, atom 64 (N): -0.34, atom 65 (C): -0.13, atom 66 (C): -0.12, atom 67 (N): -0.34, atom 68 (C): -0.14, atom 69 (C): -0.15, atom 70 (N): -0.33, atom 71 (C): -0.15, atom 72 (C): -0.13, atom 73 (H): 0.09, atom 74 (H): 0.09, atom 75 (H): 0.05, atom 76 (H): 0.08, atom 77 (H): 0.07, atom 78 (H): 0.07, atom 79 (H): 0.08, atom 80 (H): 0.08, atom 81 (H): 0.06, atom 82 (H): 0.08, atom 83 (H): 0.07, atom 84 (H): 0.08, atom 85 (H): 0.07, atom 86 (H): 0.08, atom 87 (H): 0.07, atom 88 (H): 0.08, atom 89 (H): 0.07, atom 90 (H): 0.09

---

Entry 3:
Molecular formula: C24H54BrN8O11P
Method: DFT, ωB97M-V with the def2-TZVPD basis set

CARTESIAN COORDINATES (ANGSTROEM)
N -3.511 -3.276 0.467
C -3.252 -3.281 -1.029
C -1.677 -3.551 -1.447
C -1.513 -4.444 -2.846
C -1.813 -6.040 -2.679
C -3.102 -6.285 -3.729
O -3.800 -7.551 -3.543
N -4.927 -7.199 -2.846
O -5.877 -7.105 -3.614
O -0.804 -6.964 -3.192
C 0.568 -6.644 -2.841
O 1.640 -7.144 -3.499
P -2.259 -6.612 -0.907
O -2.692 -8.337 -0.869
Br -0.463 -6.565 0.528
H -3.245 -4.202 0.913
H -2.924 -2.504 0.899
H -3.551 -2.223 -1.429
H -3.975 -4.055 -1.579
H -0.994 -3.921 -0.577
H -1.253 -2.475 -1.746
H -0.475 -4.148 -3.295
H -2.308 -3.929 -3.577
H -3.894 -5.418 -3.669
H -2.579 -6.336 -4.801
H 0.800 -5.845 -2.000
H -2.358 -8.775 -1.726
C -4.082 0.577 -1.507
O -3.499 -0.493 -1.618
N -5.450 0.739 -1.434
C -6.064 2.043 -1.303
C -6.300 -0.433 -1.491
H -3.532 1.531 -1.455
H -6.647 2.067 -0.378
H -6.725 2.210 -2.159
H -5.309 2.833 -1.273
H -6.043 -1.099 -0.663
H -6.120 -0.958 -2.434
H -7.353 -0.149 -1.422
C 1.967 -3.331 2.628
O 0.877 -3.096 2.124
N 2.174 -4.046 3.789
C 3.500 -4.281 4.321
C 1.030 -4.578 4.499
H 2.903 -2.972 2.169
H 3.673 -5.360 4.374
H 3.560 -3.849 5.324
H 4.266 -3.825 3.687
H 0.483 -5.255 3.837
H 0.371 -3.752 4.782
H 1.350 -5.118 5.395
C -4.730 5.501 -2.026
O -5.885 5.590 -1.628
N -4.339 5.476 -3.348
C -2.949 5.368 -3.737
C -5.350 5.560 -4.382
H -3.883 5.431 -1.324
H -2.679 6.247 -4.330
H -2.819 4.464 -4.338
H -2.297 5.313 -2.860
H -5.905 6.495 -4.262
H -6.044 4.722 -4.269
H -4.891 5.528 -5.374
C 6.751 -2.969 4.518
O 6.514 -4.168 4.447
N 7.160 -2.301 5.653
C 7.421 -0.877 5.655
C 7.336 -3.046 6.882
H 6.649 -2.309 3.641
H 8.462 -0.708 5.945
H 6.755 -0.397 6.377
H 7.249 -0.444 4.666
H 8.084 -3.828 6.721
H 6.386 -3.518 7.151
H 7.662 -2.385 7.691
C -0.066 8.001 -4.937
O -0.755 7.020 -5.185
N -0.502 9.144 -4.300
C 0.379 10.264 -4.042
C -1.884 9.228 -3.875
H 1.000 8.042 -5.216
H 0.421 10.439 -2.963
H -0.021 11.150 -4.543
H 1.387 10.066 -4.414
H -2.092 8.411 -3.178
H -2.532 9.118 -4.750
H -2.080 10.187 -3.389
C 7.619 2.805 3.935
O 8.203 1.735 3.824
N 6.252 2.967 4.008
C 5.637 4.271 4.139
C 5.402 1.796 3.951
H 8.170 3.759 3.987
H 5.054 4.296 5.064
H 4.976 4.438 3.283
H 6.392 5.061 4.169
H 5.659 1.129 4.780
H 5.581 1.271 3.008
H 4.348 2.079 4.020

Results
net charge: 0
structure (SMILES): NCCC[C@@](CON=O)(OC=O)P(O)Br.CN(C)C=O.CN(C)C=O.CN(C)C=O.CN(C)C=O.CN(C)C=O.CN(C)C=O

Charges per atom according to Löwdin partitioning, unit e: atom 1 (N): -0.05, atom 2 (C): -0.30, atom 3 (C): -0.20, atom 4 (C): -0.16, atom 5 (C): -0.55, atom 6 (C): -0.12, atom 7 (O): -0.17, atom 8 (N): -0.03, atom 9 (O): 0.06, atom 10 (O): -0.13, atom 11 (C): -0.17, atom 12 (O): -0.05, atom 13 (P): 0.69, atom 14 (O): -0.40, atom 15 (Br): 0.27, atom 16 (H): 0.05, atom 17 (H): 0.08, atom 18 (H): 0.06, atom 19 (H): 0.11, atom 20 (H): 0.06, atom 21 (H): 0.12, atom 22 (H): 0.13, atom 23 (H): 0.13, atom 24 (H): 0.13, atom 25 (H): 0.18, atom 26 (H): 0.13, atom 27 (H): 0.07, atom 28 (C): -0.29, atom 29 (O): -0.03, atom 30 (N): -0.20, atom 31 (C): -0.05, atom 32 (C): -0.04, atom 33 (H): 0.13, atom 34 (H): 0.10, atom 35 (H): 0.09, atom 36 (H): 0.07, atom 37 (H): 0.10, atom 38 (H): 0.09, atom 39 (H): 0.09, atom 40 (C): -0.33, atom 41 (O): -0.02, atom 42 (N): -0.20, atom 43 (C): -0.07, atom 44 (C): -0.05, atom 45 (H): 0.13, atom 46 (H): 0.10, atom 47 (H): 0.09, atom 48 (H): 0.06, atom 49 (H): 0.08, atom 50 (H): 0.09, atom 51 (H): 0.09, atom 52 (C): -0.35, atom 53 (O): -0.01, atom 54 (N): -0.20, atom 55 (C): -0.07, atom 56 (C): -0.05, atom 57 (H): 0.13, atom 58 (H): 0.05, atom 59 (H): 0.09, atom 60 (H): 0.09, atom 61 (H): 0.09, atom 62 (H): 0.09, atom 63 (H): 0.09, atom 64 (C): -0.32, atom 65 (O): -0.01, atom 66 (N): -0.20, atom 67 (C): -0.07, atom 68 (C): -0.05, atom 69 (H): 0.14, atom 70 (H): 0.10, atom 71 (H): 0.09, atom 72 (H): 0.06, atom 73 (H): 0.09, atom 74 (H): 0.09, atom 75 (H): 0.09, atom 76 (C): -0.31, atom 77 (O): 0.00, atom 78 (N): -0.21, atom 79 (C): -0.06, atom 80 (C): -0.05, atom 81 (H): 0.13, atom 82 (H): 0.09, atom 83 (H): 0.09, atom 84 (H): 0.09, atom 85 (H): 0.09, atom 86 (H): 0.10, atom 87 (H): 0.09, atom 88 (C): -0.31, atom 89 (O): 0.00, atom 90 (N): -0.21, atom 91 (C): -0.07, atom 92 (C): -0.05, atom 93 (H): 0.13, atom 94 (H): 0.09, atom 95 (H): 0.09, atom 96 (H): 0.09, atom 97 (H): 0.07, atom 98 (H): 0.10, atom 99 (H): 0.09

---

Frontier orbital gap across the listed records, respectively: 6.7436; 6.6496; 7.9798 eV.